{"formula": "C3H9N2O2", "method": "ωB97M-V/def2-TZVPD", "symbols": ["C", "C", "C", "N", "N", "O", "O", "H", "H", "H", "H", "H", "H", "H", "H", "H"], "positions_angstrom": [[-0.580647, 0.947514, 0.069738], [-2.478962, -0.699560, 0.137274], [2.176305, 0.444924, -0.543987], [-1.053638, -0.288282, -0.083056], [3.065415, 0.327875, 0.349771], [-1.608857, 1.740395, 0.479703], [-0.271392, -1.201796, -0.756363], [-2.609997, -1.645866, -0.464371], [-2.421462, -0.949954, 1.239425], [-3.291532, 0.133020, -0.089261], [1.494774, -0.355086, -0.668805], [2.364466, 1.356780, -1.211547], [3.605776, 1.172385, 0.626037], [2.934238, -0.385541, 1.101860], [-1.393336, 2.604212, 0.351180], [-0.624744, -2.106462, -0.573625]], "atomic_forces_ev_per_a": [[-0.48, -0.82, -0.48], [-0.11, -0.11, 0.69], [0.86, 2.16, -1.91], [-1.55, 1.97, 0.00], [0.33, 0.48, 3.12], [-0.31, -4.56, 0.27], [0.25, -1.06, -0.06], [-0.29, 1.21, 0.63], [-1.03, 0.16, -1.20], [2.09, -1.84, 0.36], [-0.65, -0.38, -0.63], [-1.10, -1.62, 0.74], [-0.08, -1.11, -0.38], [0.51, 0.64, -0.95], [1.24, 3.87, -0.28], [0.32, 1.02, 0.09]], "e_above_lowest_kcal_mol": 136.4, "homo_ha": -0.47821, "largest_force_ev_per_a": 4.6, "charge": 1, "gap_ha": 0.319}